1.
Entry from the Open Molecules 2025 dataset: 12 unconnected molecules or ions with the total composition C42H112N11O16 at a distorted geometry (wB97M-V/def2-TZVPD).

Total charge: +4
E_tot in Eh: -3471.66707
Multiplicity: 2

Last column: Löwdin spin population.
Element x y z (Å)
N1 -3.93933 0.49784 -1.89961  0.00
H1 -4.44119 0.81664 -1.08315  0.00
H2 -3.02785 0.06352 -1.92551  0.00
H3 -3.87627 1.33321 -2.46376  0.00
H4 -4.52912 -0.05058 -2.50910  0.00
N2 0.41887 1.77731 3.08815  0.00
H5 1.26457 2.26162 2.82295  0.00
H6 0.17113 1.08446 2.39627  0.00
H7 -0.26925 2.49252 3.27542  0.00
H8 0.51551 1.45296 4.03976  0.00
N3 3.97780 1.96677 1.06982  0.00
H9 3.41391 2.67184 1.52259  0.00
H10 4.35206 2.35717 0.21681  0.00
H11 3.35999 1.19853 0.85024  0.00
H12 4.77202 1.70706 1.63714  0.00
N4 0.89485 3.39045 -2.16185  0.00
H13 0.93358 3.59266 -1.17306  0.00
H14 1.55047 3.99150 -2.64038  0.00
H15 -0.02907 3.54028 -2.54137  0.00
H16 1.27152 2.48004 -2.38406  0.00
N5 -1.44843 1.41515 -5.16231  0.00
H17 -1.17062 2.07518 -5.87454  0.00
H18 -1.62372 0.57359 -5.69255  0.00
H19 -2.13922 1.94151 -4.64671  0.00
H20 -0.70146 1.13183 -4.54436  0.00
C1 -1.17455 -0.68780 -0.83696  0.00
C2 -0.29215 -0.34741 0.28370  0.00
C3 1.25312 0.03208 -0.14845  0.00
O1 2.11283 -0.01629 0.72089  0.00
C4 1.49222 0.43108 -1.49955  0.00
C5 0.55752 0.16095 -2.45122  0.00
C6 -0.77011 -0.50851 -2.09809  0.00
O2 -1.63137 -0.82071 -3.06895  0.00
O3 0.86907 0.62949 -3.62586  0.00
O4 -0.70119 -0.21091 1.48695  0.00
H21 -2.10280 -1.23499 -0.76390  0.00
H22 2.49774 0.69132 -1.79552  0.00
C7 1.26775 -3.84668 1.02488  0.00
O5 2.15347 -4.13318 -0.02451  0.00
C8 2.09087 -3.23381 -1.09580  0.00
C9 2.74353 -3.88798 -2.36598  0.00
N6 1.94919 -5.04771 -2.80973  0.00
C10 2.59093 -5.54440 -4.01662  0.00
C11 3.98828 -6.14207 -3.90114  0.00
O6 4.89069 -5.03618 -4.03425  0.00
C12 6.27551 -5.40270 -4.16345  0.00
H23 0.22588 -4.08734 0.81349  0.00
H24 1.28341 -2.81046 1.36267  0.00
H25 1.48337 -4.63359 1.74765  0.00
H26 2.50617 -2.24840 -0.88465  0.00
H27 1.07503 -2.92492 -1.34229  0.00
H28 3.76086 -4.11028 -2.04391  0.00
H29 2.72268 -3.11924 -3.13844  0.00
H30 1.95898 -5.77263 -2.10653  0.00
H31 2.61180 -4.66304 -4.65761  0.00
H32 1.90558 -6.14467 -4.61501  0.00
H33 4.26593 -6.82344 -4.70535  0.00
H34 3.94144 -6.69761 -2.96451  0.00
H35 6.82682 -4.54577 -3.77639  0.00
H36 6.36652 -5.67967 -5.21374  0.00
H37 6.60495 -6.21941 -3.52115  0.00
C13 -1.83664 -4.49913 -3.18801  0.00
O7 -3.08806 -5.02710 -3.68411  0.02
C14 -3.60755 -4.53223 -4.89026  0.00
C15 -4.77189 -5.46117 -5.30756  0.06
N7 -6.12253 -4.75512 -5.18758  0.57
C16 -7.14235 -5.68914 -5.68248  0.08
C17 -8.61599 -4.99128 -5.49106  0.03
O8 -9.76966 -5.66835 -5.96759  0.10
C18 -9.76520 -7.01900 -5.83749  0.02
H38 -2.03441 -3.47212 -2.88104  0.00
H39 -1.15072 -4.44421 -4.03335  0.00
H40 -1.47345 -5.04415 -2.31673  0.00
H41 -2.87267 -4.56728 -5.69451  0.00
H42 -3.81922 -3.50737 -4.58538  0.00
H43 -4.69450 -6.34491 -4.67423  0.03
H44 -4.48745 -5.89920 -6.26429  0.01
H45 -6.33259 -4.52096 -4.22782  0.02
H46 -7.15418 -6.60572 -5.09270  0.04
H47 -7.03820 -5.88583 -6.74951  0.00
H48 -8.49350 -4.00657 -5.94211  0.00
H49 -8.59127 -4.57392 -4.48444  0.01
H50 -10.77505 -7.39681 -5.99732  0.00
H51 -9.47117 -7.19240 -4.80232  0.00
H52 -9.13414 -7.36204 -6.65735  0.01
C19 9.57314 6.43064 0.33397  0.00
O9 8.86957 5.43853 1.18047  0.00
C20 7.71462 4.70945 0.69018  0.00
C21 6.43841 5.46053 0.59159  0.00
N8 5.37521 4.75284 -0.18764  0.00
C22 5.51623 4.53157 -1.64207  0.00
C23 4.61280 3.32642 -2.15424  0.00
O10 4.72013 2.12546 -1.39042  0.00
C24 5.61221 1.21454 -1.92374  0.00
H53 10.46326 6.83363 0.81709  0.00
H54 8.93236 7.29891 0.18033  0.00
H55 9.80657 6.01129 -0.64468  0.00
H56 7.57423 3.83538 1.32610  0.00
H57 8.04214 4.36169 -0.28955  0.00
H58 6.71833 6.42380 0.16513  0.00
H59 6.22601 5.69610 1.63442  0.00
H60 4.41583 4.92488 0.07709  0.00
H61 6.55156 4.36428 -1.93906  0.00
H62 5.00099 5.29636 -2.22321  0.00
H63 4.56120 3.16526 -3.23102  0.00
H64 3.65963 3.72882 -1.81124  0.00
H65 5.30715 0.21214 -1.62334  0.00
H66 6.60622 1.44355 -1.53954  0.00
H67 5.62150 1.08206 -3.00561  0.00
C25 7.39289 3.57245 4.89883  0.00
O11 6.41817 2.64882 4.47327  0.00
C26 5.10098 3.06940 4.09211  0.00
C27 4.19023 1.78434 3.99262  0.00
N9 5.02859 0.78795 3.32872  0.00
C28 4.36600 -0.49757 3.28515  0.00
C29 4.77045 -1.40671 2.04969  0.00
O12 5.96222 -2.10032 2.13928  0.00
C30 6.20592 -2.90435 0.95852  0.00
H68 7.05317 4.57564 4.64137  0.00
H69 8.37154 3.21684 4.57652  0.00
H70 7.27464 3.60655 5.98186  0.00
H71 5.16496 3.40641 3.05749  0.00
H72 4.74223 3.88516 4.71974  0.00
H73 3.24660 2.14064 3.57942  0.00
H74 4.07923 1.43739 5.01995  0.00
H75 5.83927 0.70945 3.92600  0.00
H76 3.28181 -0.38813 3.25948  0.00
H77 4.50744 -1.07256 4.20029  0.00
H78 4.87168 -0.77771 1.16526  0.00
H79 3.85342 -1.97224 1.88443  0.00
H80 7.09983 -3.52168 1.04758  0.00
H81 6.64230 -2.26849 0.18822  0.00
H82 5.28076 -3.44331 0.75428  0.00
C31 -0.41535 -0.78240 5.02840  0.00
O13 -1.45254 0.15034 5.05830  0.00
C32 -2.15377 0.07645 6.32058  0.00
C33 -3.31003 1.05816 6.27198  0.00
N10 -2.87696 2.40229 6.09205  0.00
C34 -4.05216 3.22483 5.82247  0.00
C35 -4.71926 3.69735 7.08782  0.00
O14 -5.75977 4.60605 6.73067  0.00
C36 -7.09077 4.15115 7.20520  0.00
H83 -0.44860 -1.61440 5.73180  0.00
H84 0.61046 -0.42305 5.11022  0.00
H85 -0.48258 -1.28552 4.06381  0.00
H86 -1.48525 0.36226 7.13267  0.00
H87 -2.56942 -0.93116 6.32768  0.00
H88 -3.75224 0.77571 7.22737  0.00
H89 -3.81117 0.63170 5.40302  0.00
H90 -2.28982 2.35967 5.27135  0.00
H91 -4.57224 2.72221 5.00700  0.00
H92 -3.83341 4.18792 5.36126  0.00
H93 -3.92167 4.31062 7.50716  0.00
H94 -4.93312 2.85309 7.74326  0.00
H95 -7.19419 3.13995 6.81167  0.00
H96 -7.84361 4.73410 6.67463  0.00
H97 -7.16071 4.13859 8.29288  0.00
C37 -8.70870 2.37330 -2.26986  0.00
O15 -7.36121 2.48717 -2.53673  0.00
C38 -6.65688 3.25750 -1.57926  0.00
C39 -6.58371 2.67425 -0.16371  0.00
N11 -5.34277 1.95633 0.09382  0.00
C40 -5.19779 1.64353 1.45529  0.00
C41 -4.00543 0.69279 1.72390  0.00
O16 -4.59449 -0.59982 1.98499  0.00
C42 -3.46694 -1.51566 2.28834  0.00
H98 -8.85623 1.88746 -1.30534  0.00
H99 -9.05301 1.64340 -3.00252  0.00
H100 -9.16060 3.35681 -2.39868  0.00
H101 -7.29912 4.10825 -1.35156  0.00
H102 -5.71748 3.64353 -1.97501  0.00
H103 -7.43064 2.04049 0.09925  0.00
H104 -6.56167 3.47503 0.57545  0.00
H105 -4.51534 2.42684 -0.24394  0.00
H106 -6.11938 1.32318 1.94126  0.00
H107 -5.09494 2.59769 1.97211  0.00
H108 -3.51274 0.96179 2.65824  0.00
H109 -3.31386 0.64469 0.88276  0.00
H110 -3.00691 -1.72674 1.32298  0.00
H111 -3.96087 -2.44222 2.58094  0.00
H112 -2.68297 -1.27138 3.00515  0.00


2.
Entry from the Open Molecules 2025 dataset: 14 unconnected molecules or ions with the total composition C42H112O14 at a distorted geometry (wB97M-V/def2-TZVPD).

Energy above the lowest of the compared OMol25 structures with the same formula, charge and spin in kcal/mol: 1.1
E_tot in Eh: -2720.78764
Multiplicity: 1

Last column: Löwdin charge in e.
Element x y z (Å)
C1 -5.46949 -3.65551 -3.86572  -0.04
C2 -4.64359 -2.45943 -3.40560  -0.45
C3 -4.00976 -2.53504 -2.02542  -0.04
O1 -3.55312 -2.23664 -4.33849  -0.08
H1 -6.02830 -3.33686 -4.74744  0.08
H2 -6.19703 -3.92266 -3.09988  0.08
H3 -4.81888 -4.48757 -4.12140  0.09
H4 -5.18676 -1.50599 -3.39630  0.14
H5 -3.24316 -3.32048 -2.03220  0.07
H6 -4.70022 -2.93902 -1.28060  0.09
H7 -3.53670 -1.61571 -1.69207  0.06
H8 -3.90658 -1.91537 -5.17405  0.10
C4 -4.59047 1.45852 -0.72056  -0.04
C5 -3.79051 2.18437 -1.80629  -0.49
C6 -4.43441 3.49254 -2.23691  -0.06
O2 -2.46942 2.48027 -1.35476  -0.08
H9 -4.23892 1.74675 0.27326  0.07
H10 -4.65606 0.38370 -0.85950  0.05
H11 -5.61244 1.85721 -0.67771  0.08
H12 -3.68386 1.50424 -2.66067  0.11
H13 -3.85099 4.00689 -2.99893  0.08
H14 -4.46447 4.15919 -1.36933  0.08
H15 -5.46605 3.34318 -2.55179  0.08
H16 -2.15102 1.70459 -0.86827  0.05
C7 2.42247 -2.50623 4.48268  -0.04
C8 2.06403 -2.17995 3.06482  -0.49
C9 2.86555 -1.04993 2.42964  -0.05
O3 2.24884 -3.35285 2.26727  -0.05
H17 1.84557 -3.34212 4.87709  0.07
H18 2.35317 -1.65247 5.15770  0.07
H19 3.46809 -2.82960 4.53015  0.09
H20 1.01172 -1.87325 2.98897  0.10
H21 2.68768 -0.07187 2.89030  0.07
H22 2.63145 -0.92655 1.36822  0.06
H23 3.95088 -1.17728 2.48613  0.09
H24 2.22750 -3.05868 1.34251  0.04
C10 -1.48209 -3.38245 3.16119  -0.04
C11 -2.07234 -3.88912 4.47005  -0.46
C12 -1.14617 -3.80691 5.67134  -0.05
O4 -3.30790 -3.20487 4.73004  -0.06
H25 -1.26541 -2.31113 3.19633  0.07
H26 -2.15287 -3.53597 2.31764  0.07
H27 -0.54123 -3.91609 2.99480  0.08
H28 -2.30003 -4.95005 4.33247  0.14
H29 -0.88630 -2.78119 5.95604  0.08
H30 -0.19220 -4.28945 5.44507  0.07
H31 -1.56346 -4.29420 6.55177  0.08
H32 -3.08151 -2.36797 5.15314  0.09
C13 0.54129 -5.70286 -1.78593  -0.04
C14 -0.37851 -4.48358 -1.80382  -0.46
C15 -0.86494 -4.10892 -0.41066  -0.05
O5 0.39924 -3.41081 -2.32718  -0.09
H33 1.45583 -5.49546 -1.23501  0.08
H34 0.81733 -5.99396 -2.80314  0.08
H35 0.00992 -6.57608 -1.39951  0.08
H36 -1.25052 -4.70566 -2.42829  0.13
H37 -0.10300 -3.93155 0.34957  0.07
H38 -1.52619 -4.90605 -0.05657  0.09
H39 -1.43714 -3.17806 -0.47001  0.06
H40 -0.16219 -2.70758 -2.71941  0.06
C16 2.81113 2.76569 1.55808  -0.04
C17 2.81673 4.16925 0.97416  -0.47
C18 2.09289 4.29763 -0.36741  -0.04
O6 2.25895 5.11010 1.89051  -0.06
H41 3.58043 2.11542 1.13222  0.05
H42 1.87109 2.23173 1.39095  0.05
H43 2.98017 2.75839 2.63664  0.08
H44 3.84940 4.49823 0.81791  0.12
H45 2.02551 5.36484 -0.58510  0.09
H46 1.09686 3.85327 -0.30478  0.07
H47 2.60580 3.83419 -1.21283  0.06
H48 1.35180 5.28566 1.58380  0.04
C19 -4.19564 -0.67552 2.13803  -0.05
C20 -5.37291 -1.66267 2.34739  -0.47
C21 -6.51551 -1.35633 1.41307  -0.06
O7 -4.88108 -2.97291 2.01898  -0.07
H49 -3.66583 -0.93488 1.22160  0.07
H50 -3.51089 -0.64678 2.98324  0.05
H51 -4.57270 0.34595 2.00225  0.06
H52 -5.69990 -1.64123 3.39261  0.13
H53 -6.12090 -1.22951 0.40418  0.06
H54 -7.00849 -0.44149 1.75429  0.08
H55 -7.30043 -2.11262 1.42039  0.08
H56 -4.35236 -3.28758 2.76710  0.05
C22 -1.69575 4.28670 2.17672  -0.05
C23 -1.40906 5.77625 2.06036  -0.46
C24 -0.83729 6.34037 3.35408  -0.05
O8 -0.39160 5.96788 1.07480  -0.07
H57 -0.82108 3.64811 2.30818  0.06
H58 -2.21838 3.96343 1.27066  0.07
H59 -2.35173 4.00477 3.00694  0.07
H60 -2.31579 6.32804 1.79734  0.14
H61 -0.62985 7.40958 3.32905  0.08
H62 0.11555 5.84054 3.54894  0.08
H63 -1.49567 6.14528 4.20243  0.08
H64 -0.77671 5.91741 0.19280  0.11
C25 -0.01828 -1.39326 -5.48600  -0.05
C26 -0.44882 -0.52504 -4.32504  -0.44
C27 -1.41302 0.53464 -4.84651  -0.03
O9 -1.11102 -1.32198 -3.33474  -0.10
H65 0.73904 -2.12959 -5.20150  0.08
H66 0.41953 -0.84373 -6.32354  0.08
H67 -0.83543 -1.95671 -5.94859  0.09
H68 0.44865 -0.05743 -3.92780  0.12
H69 -2.18174 0.16403 -5.52989  0.08
H70 -0.84108 1.27898 -5.40884  0.07
H71 -1.97570 1.09188 -4.09464  0.07
H72 -1.85384 -1.80927 -3.75961  0.08
C28 0.91085 0.64259 -0.98463  -0.03
C29 -0.02338 -0.18480 -0.11062  -0.44
C30 -0.22011 0.40770 1.27001  -0.04
O10 -1.30507 -0.21213 -0.73664  -0.07
H73 1.89659 0.71129 -0.50994  0.07
H74 0.53335 1.64491 -1.18980  0.08
H75 1.09114 0.14185 -1.93771  0.06
H76 0.37234 -1.20640 -0.04462  0.13
H77 0.68441 0.54673 1.86084  0.05
H78 -0.87649 -0.18037 1.92099  0.07
H79 -0.72677 1.37970 1.25557  0.08
H80 -1.23979 -0.68486 -1.58416  0.05
C31 3.83059 3.27636 -4.28238  -0.05
C32 2.88044 2.16711 -4.74207  -0.49
C33 2.14344 2.55253 -6.00078  -0.07
O11 3.71729 1.06598 -5.10881  -0.05
H81 3.27996 4.08623 -3.79571  0.08
H82 4.46374 3.58701 -5.10921  0.09
H83 4.47306 2.87690 -3.49106  0.05
H84 2.10695 1.96137 -3.99144  0.12
H85 2.76692 2.67070 -6.89110  0.09
H86 1.51234 3.42279 -5.81724  0.09
H87 1.49718 1.74999 -6.37995  0.06
H88 4.11902 0.71239 -4.30264  0.07
C34 6.92384 0.57878 0.14192  -0.04
C35 5.76233 1.17234 -0.63693  -0.49
C36 5.75490 2.69105 -0.50396  -0.06
O12 5.78582 0.79727 -2.01110  -0.06
H89 7.86896 0.76494 -0.37671  0.09
H90 6.83110 -0.50602 0.20261  0.06
H91 6.95991 0.95978 1.16158  0.08
H92 4.83032 0.71192 -0.29270  0.12
H93 6.63280 3.14045 -0.97493  0.09
H94 5.70630 3.01439 0.53665  0.08
H95 4.88267 3.12844 -0.99489  0.06
H96 6.63193 1.05961 -2.39635  0.09
C37 4.86674 -2.82094 -0.21871  -0.04
C38 3.70395 -2.38382 -1.08488  -0.49
C39 3.98962 -2.52219 -2.58114  -0.03
O13 2.53846 -3.10579 -0.72874  -0.08
H97 5.27439 -3.81263 -0.45124  0.09
H98 4.56426 -2.85792 0.82763  0.06
H99 5.76125 -2.21166 -0.35787  0.06
H100 3.53769 -1.30687 -0.91208  0.11
H101 3.15210 -2.08693 -3.13297  0.07
H102 4.04482 -3.57985 -2.84769  0.09
H103 4.92111 -2.01677 -2.83440  0.08
H104 1.94065 -3.13683 -1.50795  0.05
C40 -0.55449 2.87992 5.58624  -0.05
C41 -0.52945 1.68213 4.63864  -0.48
C42 0.30341 0.51869 5.12817  -0.05
O14 -1.87573 1.19396 4.60049  -0.07
H105 -0.90653 2.64980 6.59394  0.09
H106 -1.22490 3.66952 5.23382  0.06
H107 0.42164 3.35586 5.71803  0.08
H108 -0.22961 1.95893 3.62392  0.10
H109 -0.16503 0.12740 6.03344  0.09
H110 1.34417 0.75536 5.35472  0.09
H111 0.34044 -0.27844 4.38299  0.05
H112 -2.50729 1.91037 4.50590  0.08